A molecular structure, C18H42CuIN6O6 at a distorted geometry, computed with ωB97M-V/def2-TZVPD.

Kohn-Sham gap (spin up / spin down), eV: 8.91 / 6.32
2S+1: 2
ΔE to the lowest compared entry with this formula, charge and spin, kcal/mol: 68.6
Highest occupied orbital energy (spin up / spin down), eV: -10.5 / -10.4
LUMO (spin up / spin down), eV: -1.59 / -4.06
E, eV: -93309.6148
Maximum force, eV/A: 2.9
Net charge: +1
⟨S²⟩: 0.761

Last column: Löwdin spin population.
Positions of all 74 atoms, in Å:
1 Cu -0.412 -0.185 0.374  0.651
2 I -1.404 -1.033 3.008  0.307
3 C 3.097 -2.570 -1.468  0.000
4 C 1.844 -2.827 -0.598  0.000
5 O 0.919 -2.050 -0.505  0.000
6 N 1.876 -4.044 0.036  0.000
7 C 0.833 -4.487 0.972  0.000
8 H 2.720 -2.436 -2.481  0.000
9 H 3.837 -3.370 -1.479  0.000
10 H 3.604 -1.707 -1.036  0.000
11 H 2.595 -4.713 -0.200  0.000
12 H 1.094 -5.161 1.787  0.000
13 H 0.260 -5.062 0.244  0.000
14 H 0.085 -3.757 1.283  0.000
15 C -2.728 3.145 -1.475  0.000
16 C -3.186 2.103 -0.419  0.000
17 O -2.390 1.270 0.063  0.000
18 N -4.536 2.275 -0.182  0.000
19 C -5.254 1.671 0.970  0.000
20 H -3.536 3.715 -1.934  0.000
21 H -2.266 2.684 -2.348  0.000
22 H -2.044 3.934 -1.161  0.000
23 H -4.781 3.178 -0.564  0.000
24 H -5.973 2.374 1.391  0.000
25 H -4.533 1.435 1.752  0.000
26 H -5.763 0.774 0.616  0.000
27 C -4.183 -1.603 -0.301  0.000
28 C -2.864 -2.133 -0.860  0.002
29 O -1.863 -1.430 -0.630  0.014
30 N -2.904 -3.244 -1.613  0.001
31 C -1.653 -3.885 -2.045  0.000
32 H -4.894 -2.370 -0.608  0.000
33 H -4.357 -0.620 -0.739  0.000
34 H -4.214 -1.557 0.788  0.000
35 H -3.753 -3.640 -1.989  0.000
36 H -1.715 -3.837 -3.132  0.000
37 H -1.606 -4.915 -1.693  0.000
38 H -0.692 -3.430 -1.807  0.000
39 C 2.059 2.104 -2.328  0.000
40 C 0.990 1.045 -2.439  0.001
41 O 0.331 0.695 -1.496  0.007
42 N 0.896 0.552 -3.659  0.000
43 C -0.088 -0.372 -4.157  0.000
44 H 1.562 3.074 -2.362  0.000
45 H 2.813 2.103 -3.115  0.000
46 H 2.557 1.960 -1.369  0.000
47 H 1.634 0.988 -4.193  0.000
48 H -1.048 0.011 -3.813  0.000
49 H -0.097 -1.377 -3.734  0.000
50 H -0.166 -0.490 -5.237  0.000
51 C 3.896 1.214 1.640  0.000
52 C 2.954 0.015 1.713  0.000
53 O 1.920 0.051 1.091  0.005
54 N 3.494 -1.019 2.362  0.000
55 C 2.878 -2.316 2.518  0.000
56 H 4.945 1.055 1.890  0.000
57 H 3.542 1.956 2.356  0.000
58 H 3.823 1.655 0.646  0.000
59 H 4.290 -0.675 2.880  0.000
60 H 3.402 -2.981 1.831  0.000
61 H 1.797 -2.222 2.406  0.000
62 H 3.019 -2.850 3.458  0.000
63 C 1.090 4.170 1.191  0.001
64 C 0.512 2.920 1.888  0.001
65 O 0.001 2.017 1.224  0.010
66 N 0.414 2.781 3.187  0.000
67 C 0.762 3.819 4.086  0.000
68 H 2.015 4.440 1.702  0.000
69 H 0.483 5.075 1.194  0.000
70 H 1.395 3.862 0.191  0.000
71 H 0.111 1.873 3.509  0.000
72 H 1.828 4.030 4.007  0.000
73 H 0.414 3.573 5.089  0.000
74 H 0.309 4.774 3.823  0.000

---

A molecular structure, C18H42Fe2O21 at a distorted geometry, computed with ωB97M-V/def2-TZVPD.

Kohn-Sham gap (spin up / spin down), eV: 4.18 / 3.16
2S+1: 10
Highest occupied orbital energy (spin up / spin down), eV: -11.3 / -11.3
LUMO (spin up / spin down), eV: -7.08 / -8.10
E, eV: -131102.1645
Maximum force, eV/A: 7.0
Net charge: +1
⟨S²⟩: 25.057

Last column: Löwdin spin population.
Positions of all 83 atoms, in Å:
1 Fe -8.353 -14.380 5.165  3.758
2 Fe -8.308 -7.000 3.975  3.581
3 C -4.079 -10.685 6.003  0.005
4 C -4.800 -9.577 5.723  0.025
5 C -6.205 -9.670 5.102  0.037
6 O -6.912 -8.706 4.635  0.253
7 C -6.851 -10.873 5.072  0.022
8 C -6.196 -12.067 5.622  0.011
9 C -4.695 -11.977 5.985  0.000
10 O -4.024 -12.960 6.261  -0.003
11 O -6.931 -13.031 5.873  0.056
12 O -4.083 -8.466 5.746  0.060
13 H -3.050 -10.538 6.294  0.000
14 H -7.819 -10.958 4.600  0.000
15 C -11.075 -13.245 8.283  0.233
16 C -11.225 -13.741 9.511  -0.022
17 C -10.249 -14.824 9.980  -0.029
18 O -10.313 -15.339 11.181  0.388
19 C -9.226 -15.293 9.234  0.282
20 C -8.972 -14.786 7.878  -0.020
21 C -9.971 -13.678 7.374  -0.077
22 O -9.798 -13.272 6.209  -0.037
23 O -8.090 -15.188 7.078  0.038
24 O -12.279 -13.332 10.166  0.356
25 H -11.721 -12.523 7.807  0.009
26 H -8.557 -16.083 9.540  0.010
27 C -5.279 -17.232 3.833  0.001
28 C -5.625 -16.004 4.752  0.002
29 O -6.639 -15.244 4.227  0.030
30 H -6.145 -17.893 3.794  0.000
31 H -4.470 -17.811 4.277  0.000
32 H -5.201 -16.931 2.788  0.000
33 H -4.704 -15.458 4.956  0.001
34 H -6.024 -16.300 5.723  0.000
35 H -6.191 -14.894 3.453  0.002
36 C -8.123 -10.640 0.818  0.000
37 C -6.712 -10.991 1.295  0.000
38 O -6.816 -12.417 1.446  0.001
39 H -8.812 -10.884 1.627  0.000
40 H -8.415 -11.064 -0.143  0.000
41 H -8.279 -9.586 0.588  0.000
42 H -6.522 -10.560 2.278  0.000
43 H -5.940 -10.811 0.547  0.000
44 H -7.506 -12.616 2.083  0.001
45 C -3.627 -9.039 2.159  0.000
46 C -2.855 -10.294 2.642  0.000
47 O -2.108 -9.959 3.810  0.000
48 H -4.178 -9.196 1.232  0.000
49 H -2.862 -8.286 1.969  0.000
50 H -4.321 -8.688 2.922  0.000
51 H -2.127 -10.698 1.938  0.000
52 H -3.576 -11.067 2.908  0.000
53 H -2.728 -9.665 4.482  0.000
54 O -8.875 -9.506 7.070  -0.001
55 H -9.037 -8.666 6.640  -0.001
56 H -8.360 -10.005 6.435  0.000
57 O -4.201 -5.794 4.181  0.000
58 H -3.411 -5.270 4.313  0.000
59 H -4.015 -6.624 4.621  0.000
60 O -9.793 -8.497 3.480  0.024
61 H -10.334 -8.413 2.695  0.001
62 H -10.090 -9.309 3.891  0.001
63 O -5.217 -14.672 8.136  0.000
64 H -6.107 -14.963 7.937  0.000
65 H -5.066 -13.938 7.541  0.000
66 O -1.055 -9.112 7.203  0.001
67 H -0.762 -8.238 7.461  0.000
68 H -1.875 -8.961 6.732  0.000
69 O -0.418 -12.158 4.588  0.000
70 H -1.228 -12.657 4.484  0.000
71 H -0.705 -11.251 4.689  0.000
72 O -2.027 -12.579 8.190  0.000
73 H -2.459 -12.073 8.878  0.000
74 H -2.577 -12.452 7.417  0.000
75 O -2.733 -14.107 4.141  0.000
76 H -3.442 -13.702 4.641  0.000
77 H -3.058 -14.131 3.241  0.000
78 O -3.887 -7.839 8.600  0.000
79 H -4.793 -7.705 8.877  0.000
80 H -3.945 -7.997 7.658  0.000
81 O -10.396 -11.079 4.737  0.000
82 H -9.744 -11.542 4.211  0.000
83 H -10.588 -11.675 5.461  0.000